Record 1
This record from the Open Molecules 2025 dataset describes an isolated molecule of C20H23N3O3S. The level of theory is ωB97M-V/def2-TZVPD.

Last column: Löwdin charge in e.
CARTESIAN COORDINATES (ANGSTROEM)
O: 8.493 1.671 0.033  0.08
C: 7.516 0.965 -0.051  -0.53
N: 6.261 1.445 0.153  0.13
C: 5.066 0.730 0.185  -0.23
C: 3.863 1.408 0.049  0.05
C: 2.647 0.744 0.134  -0.13
C: 2.634 -0.624 0.397  -0.03
C: 3.825 -1.309 0.534  -0.09
C: 5.041 -0.650 0.414  -0.47
S: 6.546 -1.544 0.607  0.97
C: 7.585 -0.494 -0.451  -0.36
H: 8.609 -0.851 -0.360  0.09
H: 7.247 -0.609 -1.484  0.10
H: 3.830 -2.368 0.744  0.11
H: 1.703 -1.157 0.524  0.11
C: 1.406 1.567 -0.004  -0.45
O: 1.378 2.746 0.294  0.07
N: 0.347 0.913 -0.530  0.08
H: 0.386 -0.081 -0.694  0.12
C: -0.977 1.476 -0.582  -0.11
H: -0.920 2.499 -0.207  0.13
H: -1.327 1.491 -1.618  0.12
C: -1.926 0.628 0.289  -0.22
C: -3.303 1.223 0.310  -0.25
C: -4.071 1.819 -0.649  -0.03
C: -5.292 2.172 -0.023  -0.06
C: -5.175 1.769 1.270  -0.12
O: -3.978 1.199 1.481  0.04
H: -5.845 1.829 2.105  0.12
H: -6.131 2.657 -0.476  0.10
H: -3.810 2.004 -1.671  0.11
N: -1.820 -0.762 -0.145  -0.14
C: -2.464 -1.106 -1.410  -0.17
C: -3.539 -2.191 -1.275  -0.17
C: -4.382 -1.937 -0.030  -0.18
C: -3.507 -2.015 1.230  -0.16
C: -2.031 -1.765 0.877  -0.18
H: -1.477 -1.472 1.772  0.12
H: -1.585 -2.691 0.502  0.12
H: -3.590 -3.000 1.692  0.11
H: -3.844 -1.277 1.959  0.10
H: -4.835 -0.948 -0.114  0.10
H: -5.194 -2.663 0.028  0.11
H: -3.078 -3.178 -1.209  0.11
H: -4.168 -2.178 -2.167  0.11
H: -2.923 -0.210 -1.831  0.10
H: -1.690 -1.448 -2.112  0.12
H: -1.550 0.655 1.319  0.16
H: 3.857 2.476 -0.114  0.13
H: 6.192 2.444 0.304  0.16

2S+1: 1
LUMO (eV): 0.5
Energy above the lowest of the compared OMol25 structures with the same formula, charge and spin (kcal/mol): 34.3
Calculated total energy (eV): -42562.0794
SMILES: O=C1CSc2ccc(C(=O)NC[C@@H](c3ccco3)N3CCCCC3)cc2N1
HOMO (eV): -8.46



Record 2
This record from the Open Molecules 2025 dataset describes an isolated molecule of C20H23N3O4. The level of theory is ωB97M-V/def2-TZVPD.

Last column: Löwdin charge in e.
CARTESIAN COORDINATES (ANGSTROEM)
C: 0.438 4.100 0.592  -0.06
C: -0.256 2.830 0.544  -0.25
C: -1.406 2.767 -0.215  0.09
C: -2.224 1.451 -0.140  -0.13
C: -1.840 0.232 0.541  0.01
C: -0.698 0.491 1.451  -0.41
C: -0.052 1.650 1.498  0.05
H: 0.931 1.935 1.763  0.08
O: -0.242 -0.450 2.059  -0.01
C: 1.229 -0.803 2.210  0.03
C: 1.647 -1.400 1.066  -0.44
O: 2.608 -2.172 1.043  0.02
N: 0.987 -1.710 -0.188  0.05
H: 0.166 -0.852 -0.059  0.20
C: 1.263 -2.289 -1.400  -0.35
C: 1.513 -1.397 -2.339  -0.13
H: 1.580 -2.127 -3.323  0.18
H: 0.780 -0.645 -2.457  0.10
C: 3.074 -0.608 -2.454  0.08
N: 3.074 0.256 -1.178  -0.09
C: 2.370 1.356 -1.202  -0.02
N: 2.671 2.083 0.126  0.07
C: 3.758 1.331 0.578  -0.17
C: 3.911 0.162 -0.076  -0.08
H: 4.635 -0.548 -0.374  0.12
H: 4.338 1.533 1.418  0.08
H: 1.669 1.526 -1.787  0.04
H: 3.768 -1.328 -2.300  0.09
H: 3.083 -0.219 -3.218  -0.02
H: 2.167 -2.943 -0.962  0.20
H: 0.432 -2.803 -1.572  0.09
H: 1.785 0.115 2.152  0.12
H: 1.370 -1.295 3.155  0.16
C: -2.737 -0.891 0.707  -0.20
C: -3.836 -0.887 -0.083  -0.12
C: -4.120 0.497 -0.916  -0.27
O: -5.070 0.314 -1.891  -0.05
O: -3.388 1.434 -0.617  0.18
C: -4.751 -1.950 -0.147  -0.05
H: -4.308 -2.783 -0.295  0.02
H: -5.190 -2.207 0.935  0.15
H: -5.598 -1.734 -0.711  0.07
C: -2.509 -1.935 1.694  -0.01
H: -3.305 -2.710 1.766  0.10
H: -1.650 -2.394 1.249  0.08
H: -2.022 -1.569 2.639  0.12
H: -1.861 3.346 -0.787  0.02
H: 0.498 4.441 1.519  0.03
H: 1.451 3.948 0.173  0.06
H: -0.135 4.855 -0.186  0.15

2S+1: 1
LUMO (eV): 0.5
Energy above the lowest of the compared OMol25 structures with the same formula, charge and spin (kcal/mol): 436.7
Calculated total energy (eV): -33757.9893
SMILES: Cc1cc(OCC(=O)NCCCn2ccnc2)c2c(C)c(C)c(=O)oc2c1
HOMO (eV): -7.89



Record 3
This record from the Open Molecules 2025 dataset describes a cluster of 2 separate species, C20H23N3O5 in total. The level of theory is ωB97M-V/def2-TZVPD.

Last column: Löwdin charge in e.
CARTESIAN COORDINATES (ANGSTROEM)
C: 4.864 -2.099 0.581  -0.32
C: 3.717 -1.937 -0.406  -0.50
C: 5.495 -0.717 0.848  -0.10
C: 4.567 0.305 1.436  -0.17
C: 4.413 0.593 2.761  -0.05
C: 3.655 1.172 0.727  -0.13
C: 2.985 1.952 1.694  -0.21
C: 3.349 1.364 -0.631  -0.02
C: 2.026 2.911 1.350  -0.02
C: 2.402 2.310 -0.977  -0.12
C: 1.745 3.077 0.005  -0.11
C: -6.201 -1.079 -0.844  -0.32
C: -5.587 -2.409 -0.373  -0.48
C: -5.612 0.126 -0.077  -0.11
C: -4.173 0.455 -0.406  -0.26
C: -3.138 0.229 0.510  -0.04
C: -3.834 0.997 -1.649  -0.04
C: -1.819 0.532 0.204  0.00
C: -2.517 1.304 -1.971  -0.01
C: -1.504 1.074 -1.042  -0.31
H: 6.120 -2.713 -0.874  0.08
H: 5.529 -3.939 0.010  0.08
H: 4.468 -2.493 1.521  0.15
H: 6.348 -0.893 1.511  0.12
H: 5.907 -0.348 -0.102  0.13
H: 4.920 0.169 3.617  0.13
H: 3.186 1.975 3.809  0.15
H: 3.842 0.771 -1.398  0.11
H: 1.521 3.502 2.108  0.11
H: 2.159 2.468 -2.024  0.10
H: 1.008 3.815 -0.297  0.10
H: 1.875 -1.673 -0.523  0.13
H: -8.024 -1.848 -1.248  0.08
H: -7.881 -1.282 0.246  0.09
H: -5.950 -0.958 -1.908  0.15
H: -5.719 -0.052 1.001  0.13
H: -6.258 0.977 -0.322  0.12
H: -3.372 -0.198 1.483  0.12
H: -4.617 1.195 -2.379  0.12
H: -1.018 0.355 0.916  0.12
H: -2.280 1.731 -2.944  0.12
H: -0.116 1.725 -2.180  0.11
H: -3.871 -1.748 -0.904  0.09
N: 5.897 -2.994 0.080  0.05
N: 3.463 1.577 2.928  0.08
N: -7.646 -1.066 -0.721  0.05
O: 3.871 -1.850 -1.605  0.09
O: 2.513 -1.873 0.181  0.12
O: -6.242 -3.284 0.132  0.11
O: -0.197 1.354 -1.292  0.04
O: -4.264 -2.567 -0.562  0.12

2S+1: 1
LUMO (eV): 0.4
Energy above the lowest of the compared OMol25 structures with the same formula, charge and spin (kcal/mol): 2.9
Calculated total energy (eV): -35822.4952
SMILES: N[C@@H](Cc1c[nH]c2ccccc12)C(=O)O.N[C@@H](Cc1ccc(O)cc1)C(=O)O
HOMO (eV): -7.96



Record 4
This record from the Open Molecules 2025 dataset describes an isolated molecule of C20H23N3O5S. The level of theory is ωB97M-V/def2-TZVPD.

Last column: Löwdin charge in e.
CARTESIAN COORDINATES (ANGSTROEM)
C: 7.165 1.899 -1.298  -0.07
H: 6.406 2.680 -1.217  0.09
O: 6.622 0.687 -1.771  -0.07
C: 5.683 -0.002 -1.067  -0.20
C: 5.308 -1.206 -1.656  0.00
C: 4.361 -2.037 -1.089  -0.05
C: 3.768 -1.681 0.109  -0.24
C: 4.130 -0.481 0.709  0.03
C: 5.072 0.371 0.148  -0.18
O: 5.430 1.563 0.723  -0.11
C: 4.825 1.939 1.936  -0.07
H: 3.742 2.051 1.831  0.10
H: 5.263 2.904 2.188  0.10
H: 5.043 1.224 2.735  0.10
H: 3.650 -0.219 1.638  0.11
C: 2.711 -2.535 0.765  -0.07
C: 1.449 -1.758 0.884  -0.33
N: 0.857 -1.438 1.996  0.17
C: -0.233 -0.686 1.644  -0.22
C: -1.202 -0.080 2.437  0.01
C: -2.194 0.636 1.799  -0.07
C: -2.217 0.745 0.412  -0.28
C: -1.275 0.157 -0.406  0.01
C: -0.275 -0.557 0.230  -0.17
N: 0.812 -1.257 -0.221  0.18
H: 1.119 -1.349 -1.175  0.17
H: -1.328 0.288 -1.474  0.12
S: -3.578 1.610 -0.361  0.67
O: -3.186 2.014 -1.679  -0.28
O: -4.101 2.590 0.543  -0.28
N: -4.764 0.449 -0.550  -0.24
C: -5.372 -0.047 0.663  -0.18
H: -5.591 0.814 1.293  0.12
C: -6.652 -0.794 0.281  -0.18
H: -7.100 -1.268 1.156  0.13
O: -6.377 -1.833 -0.632  -0.13
C: -5.785 -1.333 -1.808  -0.18
H: -5.606 -2.196 -2.450  0.13
C: -4.476 -0.603 -1.496  -0.18
H: -4.063 -0.136 -2.389  0.12
H: -3.749 -1.320 -1.080  0.13
H: -6.473 -0.635 -2.307  0.13
H: -7.364 -0.084 -0.163  0.13
H: -4.692 -0.734 1.192  0.13
H: -2.963 1.148 2.356  0.11
H: -1.166 -0.171 3.510  0.11
H: 3.019 -2.829 1.770  0.13
H: 2.539 -3.436 0.173  0.12
H: 4.100 -2.963 -1.578  0.11
H: 5.788 -1.469 -2.585  0.12
H: 7.656 1.772 -0.331  0.10
H: 7.904 2.187 -2.045  0.09

2S+1: 1
LUMO (eV): 0.5
Energy above the lowest of the compared OMol25 structures with the same formula, charge and spin (kcal/mol): 58.1
Calculated total energy (eV): -46655.5198
SMILES: COc1ccc(Cc2nc3ccc(S(=O)(=O)N4CCOCC4)cc3[nH]2)cc1OC
HOMO (eV): -8.29